Record 1
# C19H21N3O3S

The molecule C19H21N3O3S in a non-equilibrium geometry (the ωB97M-V functional and the def2-TZVPD basis, the OMol25 dataset).

```
47
Properties=species:S:1:pos:R:3:forces:R:3:nbo_charge:R:1
C 5.0444 4.1761 1.6420 0.05 0.23 0.09 -0.2550
H 5.3049 4.1423 2.7039 -0.02 -0.01 -0.04 0.1807
O 4.7796 2.8876 1.1342 -0.10 -0.32 -0.09 -0.4829
C 3.7635 2.1695 1.6640 -0.17 -0.12 0.07 0.3220
C 2.9227 2.6110 2.6846 0.26 0.16 -0.11 -0.2752
C 1.9103 1.7855 3.1456 -0.15 -0.14 0.07 -0.1637
C 1.7384 0.5321 2.5970 -0.58 -0.23 0.31 -0.3839
C 2.5679 0.0783 1.5854 0.21 0.05 -0.11 -0.1473
C 3.5749 0.8929 1.1179 0.02 0.08 0.04 -0.2571
H 4.2402 0.5726 0.3321 0.07 -0.06 -0.09 0.2319
H 2.4107 -0.9108 1.1878 0.06 -0.12 -0.15 0.2365
S 0.4354 -0.5393 3.1731 0.02 0.15 -0.36 2.3227
O -0.3541 0.1539 4.1540 0.07 0.22 -0.14 -0.9446
O 0.9753 -1.8206 3.5172 0.10 -0.14 -0.21 -0.9355
N -0.4315 -0.7386 1.7404 0.69 0.08 0.73 -0.6775
C -1.1887 0.4381 1.3805 -0.16 0.53 -0.26 -0.2333
C -1.6390 0.3224 -0.0732 -0.13 -0.12 0.26 -0.4054
H -0.7600 0.2935 -0.7160 0.02 0.04 -0.06 0.2132
H -2.2388 1.1918 -0.3476 0.01 -0.01 -0.03 0.2233
C -2.4594 -0.9600 -0.2598 0.38 0.03 0.23 -0.0286
N -2.8958 -1.1162 -1.6254 -0.19 -0.01 -0.12 -0.3801
C -4.1954 -1.1569 -2.0394 -0.08 -0.01 -0.08 0.2236
N -4.3489 -1.3077 -3.3151 -0.60 -0.02 -0.21 -0.4551
C -3.0766 -1.3774 -3.8235 0.53 0.05 0.48 0.0778
C -2.6516 -1.5380 -5.1373 0.04 0.01 0.08 -0.1973
C -1.2946 -1.5758 -5.3722 -0.06 -0.02 -0.19 -0.2336
C -0.3735 -1.4568 -4.3302 0.12 0.01 0.10 -0.2012
C -0.7740 -1.2967 -3.0192 0.23 0.01 0.14 -0.2738
C -2.1385 -1.2578 -2.7674 -0.17 -0.07 -0.65 0.1570
H -0.0390 -1.2075 -2.2334 0.06 0.00 0.04 0.2107
H 0.6821 -1.4913 -4.5562 0.08 0.00 0.00 0.2110
H -0.9292 -1.6999 -6.3808 0.02 -0.01 -0.08 0.2129
H -3.3720 -1.6289 -5.9339 -0.09 -0.01 -0.10 0.2243
H -5.0095 -1.0687 -1.3446 -0.11 0.03 0.26 0.1945
C -1.6569 -2.1747 0.2222 -0.17 0.23 0.24 -0.4117
C -1.2181 -1.9517 1.6660 -0.01 -0.62 0.04 -0.2326
H -0.5822 -2.7637 2.0191 -0.20 -0.08 -0.05 0.2452
H -2.1000 -1.8863 2.3217 0.03 -0.05 -0.02 0.1790
H -0.7763 -2.3075 -0.4048 0.03 -0.05 -0.04 0.2143
H -2.2682 -3.0760 0.1545 0.01 0.00 -0.02 0.2253
H -3.3693 -0.8813 0.3502 0.09 -0.01 -0.09 0.2067
H -0.5353 1.3027 1.5137 -0.17 0.10 -0.07 0.2232
H -2.0578 0.5591 2.0444 0.07 0.04 -0.03 0.1903
H 1.2464 2.1016 3.9348 -0.05 0.11 0.09 0.2445
H 3.0474 3.5868 3.1256 0.03 0.09 0.02 0.2195
H 5.8966 4.5445 1.0736 -0.07 0.01 0.07 0.2057
H 4.1935 4.8478 1.4944 0.02 -0.04 0.01 0.1793
```
Positions in Å, forces in eV/Å.

Kohn-Sham gap (eV): 9.074
Calculated total energy (a.u.): -1524.79886
LUMO (eV): 0.50
Multiplicity: 1
Net charge: 0
Energy above the lowest of the compared OMol25 structures with the same formula, charge and spin (kJ/mol): 249.1

***

Record 2
# C19H21N4O7S3Y

A structure of composition C19H21N4O7S3Y (the ωB97M-V functional and the def2-TZVPD basis, the OMol25 dataset).

```
55
Properties=species:S:1:pos:R:3:forces:R:3:nbo_charge:R:1
Y 0.1630 0.0245 -0.7143 0.42 -0.13 0.27 1.9871
C -4.8884 4.2850 -6.3048 -0.05 0.05 -0.06 -0.6328
C -3.9593 3.6678 -5.2997 0.04 -0.06 0.02 0.0165
C -3.7769 4.2419 -4.0480 0.01 0.01 0.02 -0.2218
C -2.9393 3.6589 -3.1069 -0.01 0.07 -0.01 -0.1733
C -2.2785 2.4860 -3.4299 -0.11 -0.02 -0.11 -0.3057
C -2.4418 1.8899 -4.6758 0.00 -0.02 -0.01 -0.1686
C -3.2736 2.4885 -5.6009 -0.03 0.02 -0.03 -0.2187
S -1.2986 1.6945 -2.2186 -0.08 0.34 -0.06 2.2364
O -0.0459 1.1987 -2.8321 -0.11 -0.06 0.10 -0.9868
O -1.0415 2.6377 -1.1385 -0.08 0.10 -0.18 -0.9436
N -1.9445 0.3751 -1.6672 -0.30 0.07 0.18 -1.0406
C -2.9653 0.5560 -0.6244 -0.22 0.03 -0.09 -0.3574
C -2.4049 0.5976 0.8079 0.39 0.04 -0.14 0.7930
O -3.0873 0.9634 1.7288 -0.10 -0.06 0.08 -0.6022
O -1.1478 0.1863 0.9043 -0.37 -0.01 -0.04 -0.8977
H -5.1141 5.3206 -6.0539 0.01 0.00 0.01 0.2189
H -5.8347 3.7412 -6.3433 0.01 -0.02 0.01 0.2268
H -4.4598 4.2628 -7.3070 0.01 -0.01 0.01 0.2218
H -4.2937 5.1613 -3.8015 0.00 0.00 0.00 0.2163
H -2.7901 4.1135 -2.1369 0.02 -0.03 0.01 0.2466
H -1.9195 0.9736 -4.9177 0.02 0.00 0.06 0.2374
H -3.3976 2.0343 -6.5767 -0.01 0.01 0.00 0.2153
H -3.6524 -0.2907 -0.6671 0.00 0.00 -0.02 0.2277
H -3.5671 1.4558 -0.7719 -0.02 -0.01 0.04 0.2181
C 5.0501 -0.8998 0.5061 -0.01 0.06 0.02 -0.4319
N 4.0575 0.0838 0.0891 -0.11 0.06 0.08 -0.5790
C 3.2614 0.8839 0.7983 0.20 -0.19 0.05 0.3916
S 2.1138 1.8521 -0.0576 -0.04 0.12 -0.05 -0.3171
N 3.3247 1.0423 2.1195 -0.08 -0.05 -0.08 -0.5677
C 4.1030 0.3431 3.1377 0.00 0.08 -0.07 -0.4258
H 5.2745 -1.5037 -0.3703 0.00 -0.02 0.01 0.2252
H 4.6708 -1.5536 1.2863 -0.01 0.00 0.04 0.2222
H 5.9748 -0.4267 0.8340 0.00 0.02 0.00 0.2038
H 3.7974 0.0573 -0.8860 0.04 0.01 -0.04 0.4426
H 2.5812 1.6336 2.4563 0.03 0.02 0.01 0.4277
H 5.1602 0.3350 2.8910 0.03 -0.03 -0.04 0.2030
H 3.7355 -0.6687 3.2893 -0.01 -0.08 -0.01 0.2318
H 3.9895 0.9053 4.0613 -0.01 -0.03 0.01 0.2210
O 2.4264 -2.4404 2.0131 0.10 0.00 0.07 -0.5938
C 2.2353 -2.6426 0.8344 -0.22 0.05 0.00 0.6732
N 1.5501 -1.8112 -0.0196 0.33 -0.17 0.09 -1.0348
S 1.6719 -2.2857 -1.5497 0.18 0.15 -0.11 2.2519
O 0.3094 -2.3031 -2.0673 0.14 0.06 0.07 -0.9210
O 2.5538 -1.4036 -2.2873 0.06 -0.09 0.03 -0.9298
C 2.4532 -3.8161 -1.2517 -0.09 -0.32 -0.30 -0.2550
C 2.8269 -4.7978 -2.1490 0.01 -0.02 0.16 -0.1969
C 3.5035 -5.8903 -1.6218 0.00 -0.01 -0.04 -0.1886
C 3.7913 -5.9665 -0.2602 0.00 -0.02 -0.05 -0.1873
C 3.4139 -4.9560 0.6146 -0.01 0.04 0.06 -0.1615
C 2.7303 -3.8698 0.0996 0.01 0.07 0.01 -0.1477
H 2.5992 -4.7201 -3.2029 0.01 -0.01 0.00 0.2399
H 3.8103 -6.6931 -2.2789 0.01 -0.01 0.01 0.2260
H 4.3190 -6.8326 0.1166 0.00 0.01 0.02 0.2246
H 3.6336 -5.0066 1.6727 0.00 0.01 0.00 0.2405
```
Positions in Å, forces in eV/Å.

Kohn-Sham gap (eV): 8.440
Calculated total energy (a.u.): -2715.40380
LUMO (eV): -0.27
Multiplicity: 1
Net charge: 0
Energy above the lowest of the compared OMol25 structures with the same formula, charge and spin (kJ/mol): 26.3

***

Record 3
# C19H21N5O2

The molecule C19H21N5O2 (the ωB97M-V functional and the def2-TZVPD basis, the OMol25 dataset).

```
47
Properties=species:S:1:pos:R:3:forces:R:3:nbo_charge:R:1
N -4.4126 -1.0460 -1.7568 -0.16 -0.22 -0.15 -0.3124
C -3.9325 -0.1494 -1.2239 -0.25 -0.18 -0.42 0.2842
C -3.3431 0.9893 -0.6421 0.20 0.34 0.32 -0.4296
C -2.1471 0.9266 0.0757 -0.21 -0.13 -0.25 0.4025
N -1.5128 -0.2106 0.3994 0.24 0.52 0.00 -0.6231
C -1.9931 -1.5271 0.3881 -0.21 -0.65 0.07 0.2097
C -3.2435 -1.8561 0.9017 0.22 0.01 0.13 -0.2348
C -3.6538 -3.1757 0.9175 0.01 0.00 0.03 -0.1870
C -2.8234 -4.1736 0.4367 -0.02 -0.07 0.00 -0.2174
C -1.5683 -3.8503 -0.0515 0.02 -0.07 0.03 -0.1870
C -1.1494 -2.5340 -0.0711 -0.08 0.19 0.00 -0.2546
H -0.1742 -2.2716 -0.4561 0.09 0.04 -0.07 0.2097
H -0.9144 -4.6257 -0.4221 0.05 -0.06 -0.03 0.2137
H -3.1517 -5.2016 0.4458 -0.03 -0.09 0.00 0.2149
H -4.6280 -3.4241 1.3098 -0.09 -0.02 0.02 0.2177
H -3.8860 -1.0822 1.2935 -0.06 0.07 0.01 0.2212
H -0.5749 -0.0487 0.7923 -0.16 -0.07 0.06 0.4488
C -1.5005 2.1710 0.4460 -0.41 0.26 -0.20 -0.2620
C -2.1446 3.3445 0.1625 0.26 -0.50 0.12 0.1395
N -3.3404 3.3713 -0.4376 -0.02 0.30 -0.02 -0.5643
C -4.0200 2.2317 -0.9137 -0.06 0.24 0.10 0.6579
O -5.0773 2.3914 -1.4869 -0.01 -0.10 -0.06 -0.5977
H -3.8042 4.2502 -0.6318 0.05 -0.17 0.01 0.4261
H -1.7052 4.2974 0.4243 0.00 0.04 0.00 0.2159
C -0.1989 2.2308 1.0696 0.40 0.13 0.25 0.1553
N 0.4784 1.2036 1.3803 -0.39 0.12 -0.19 -0.4807
C 1.7728 1.3216 1.9700 0.58 -0.16 0.28 -0.2337
H 1.6931 0.9660 3.0034 0.04 0.05 0.00 0.2033
C 2.7868 0.4242 1.2395 -0.24 0.42 0.21 -0.2200
N 3.1051 0.9747 -0.0643 0.04 0.12 0.03 -0.4583
C 2.2482 0.5056 -1.1431 0.00 -0.30 -0.23 -0.2542
C 2.6345 -0.8986 -1.6274 -0.27 0.22 0.08 -0.0915
H 2.0544 -1.1760 -2.5089 -0.05 -0.02 0.09 0.2005
O 3.9908 -0.9514 -2.0157 0.05 0.03 -0.11 -0.5264
C 4.8381 -0.5610 -0.9563 0.13 0.29 0.17 -0.0899
C 4.4944 0.8540 -0.4733 0.12 -0.32 -0.16 -0.2394
H 5.1453 1.1419 0.3537 0.03 0.03 -0.02 0.1997
H 4.6490 1.5537 -1.3006 0.11 -0.03 0.03 0.2000
H 5.8546 -0.6025 -1.3507 0.00 -0.02 0.10 0.1962
H 4.7462 -1.2747 -0.1214 0.04 0.02 -0.06 0.1562
H 2.4516 -1.6394 -0.8317 -0.01 0.02 -0.07 0.1539
H 1.2109 0.5172 -0.8090 0.01 -0.01 -0.12 0.2109
H 2.3591 1.2075 -1.9753 -0.10 -0.06 -0.04 0.2016
H 2.3727 -0.5921 1.1916 0.08 -0.02 0.07 0.1801
H 3.6961 0.3938 1.8431 -0.01 -0.07 -0.02 0.2044
H 2.1352 2.3598 1.9748 0.01 -0.10 0.01 0.1798
H 0.1828 3.2446 1.2524 0.08 -0.04 0.03 0.1603
```
Positions in Å, forces in eV/Å.

Kohn-Sham gap (eV): 8.414
Calculated total energy (a.u.): -1160.86406
LUMO (eV): 0.07
Multiplicity: 1
Net charge: 0
Energy above the lowest of the compared OMol25 structures with the same formula, charge and spin (kJ/mol): 71.1

***

Record 4
# C19H21N7O4

A cluster of 2 separate species, C19H21N7O4 in total in a non-equilibrium geometry (the ωB97M-V functional and the def2-TZVPD basis, the OMol25 dataset).

```
51
Properties=species:S:1:pos:R:3:forces:R:3:nbo_charge:R:1
N -1.6174 -7.1303 2.3063 1.03 2.01 -0.17 -0.2407
C -1.0950 -6.0908 2.2122 -0.52 -2.31 0.17 0.2542
C -0.5077 -4.7950 2.0848 1.00 0.83 0.02 -0.1587
C 0.8550 -4.4872 2.0477 -1.39 -1.02 -0.02 -0.1140
C 1.3030 -3.1479 1.9062 -2.37 1.09 -0.08 0.0163
N 2.7010 -2.8875 2.1113 3.52 0.66 0.16 0.4924
O 3.4840 -3.8565 2.2946 -2.13 1.80 -0.44 -0.3650
O 3.1019 -1.7035 2.1215 -1.24 -2.10 -0.12 -0.3563
C 0.3830 -2.0864 1.7173 1.85 -0.72 0.56 -0.1084
C -0.9687 -2.3895 1.8620 -2.21 0.33 0.17 0.0309
N -2.1086 -1.5766 1.9623 0.40 -0.75 0.11 0.4073
O -2.3201 -0.3730 1.9438 0.20 -1.88 0.17 -0.3259
O -3.2062 -2.4977 2.2068 1.08 0.82 -0.31 -0.1336
N -2.7758 -3.8021 2.2551 2.20 1.29 -0.44 -0.0652
C -1.4383 -3.7074 2.0606 -1.63 -0.46 0.26 0.1182
H 1.5861 -5.2899 2.1141 -0.12 0.26 0.04 0.2754
H 0.7092 -1.0706 1.5506 0.21 -0.06 0.02 0.2728
C 3.4443 3.0005 -0.4116 0.14 -0.02 -0.16 -0.4104
N 2.2234 2.4740 -1.0106 0.26 -0.11 0.44 -0.4334
C 2.2740 2.2377 -2.4359 0.08 0.23 -0.11 -0.4066
C 1.1641 1.9927 -0.2980 -1.36 -1.31 -0.51 0.6316
N 0.3953 1.0710 -0.8530 1.09 1.10 0.40 -0.6491
C -1.0345 1.0475 -0.6353 -0.23 -0.32 0.29 -0.2774
C -1.7711 0.5736 -1.8812 0.24 0.14 -0.03 0.0926
C -1.7206 -0.7703 -2.2639 -0.41 -0.02 -0.27 -0.2426
C -2.4627 -1.2214 -3.3671 0.18 0.39 0.28 -0.2078
C -3.2386 -0.3095 -4.0962 0.05 0.12 0.05 -0.2266
C -3.2564 1.0447 -3.7384 0.21 -0.19 0.15 -0.2073
C -2.5117 1.4812 -2.6362 -0.19 -0.23 -0.12 -0.2477
N 1.0043 2.5123 0.9675 -0.11 0.55 0.02 -0.4644
C 1.3214 3.8948 1.3170 -0.03 0.06 0.18 -0.4081
C 0.1919 1.8401 1.9626 -0.03 0.00 -0.13 -0.3889
H 3.6215 2.6466 0.6205 -0.31 0.14 -0.53 0.2163
H 4.2896 2.6729 -1.0298 -0.11 0.00 0.20 0.2057
H 3.4400 4.1009 -0.4354 0.18 -0.24 0.15 0.1870
H 1.3507 1.7536 -2.7526 0.25 0.03 0.05 0.2578
H 2.3868 3.1976 -2.9472 0.08 -0.01 -0.14 0.1823
H 3.1408 1.6146 -2.6714 -0.12 -0.10 -0.15 0.1858
H -1.3319 0.3318 0.1573 0.17 0.52 -0.19 0.1840
H -1.4336 2.0464 -0.3726 0.07 -0.33 0.07 0.1726
H -1.1135 -1.4652 -1.6747 -0.18 0.18 -0.23 0.2043
H -2.4353 -2.2774 -3.6473 -0.03 0.36 0.06 0.2128
H -3.8322 -0.6507 -4.9495 0.24 0.10 0.31 0.2131
H -3.8490 1.7632 -4.3079 0.16 -0.26 0.12 0.2124
H -2.5146 2.5321 -2.3286 -0.08 -0.34 -0.19 0.2077
H 1.5620 4.5039 0.4342 -0.16 -0.33 0.35 0.2172
H 0.4475 4.3437 1.8251 0.36 -0.11 -0.25 0.1994
H 2.1752 3.9057 2.0188 -0.29 0.26 -0.23 0.1919
H 0.3374 0.7612 1.8803 -0.16 0.27 0.03 0.1934
H 0.5277 2.1634 2.9564 -0.08 -0.12 -0.20 0.2031
H -0.8776 2.0788 1.8476 0.27 -0.19 0.19 0.1995
```
Positions in Å, forces in eV/Å.

Kohn-Sham gap (eV): 5.507
Calculated total energy (a.u.): -1420.54014
LUMO (eV): -2.59
Multiplicity: 1
Net charge: 0
Energy above the lowest of the compared OMol25 structures with the same formula, charge and spin (kJ/mol): 0.0

***

Q: Which formula does entry 3 have?
A: C19H21N5O2

***

Q: The highest Kohn-Sham gap belongs to which entry?
A: C19H21N3O3S

***

Q: calculated total energy of number 4 (C19H21N7O4)?
A: -1420.54014 a.u.

***

Q: Among the records above, which one has the lowest energy above the lowest of the compared OMol25 structures with the same formula, charge and spin?
A: C19H21N7O4